Density functional theory data (ωB97M-V with the def2-TZVPD basis set) for C60H84AsN4O3Pb as an isolated structure.

ORCA input file:
```
! RIJCOSX wB97M-V def2-TZVPD def2/J DEFGRID3
* xyz 1 1
Pb -0.6104 0.1911 0.1465
C 2.0532 -0.1374 3.0086
N 2.6194 -0.2806 1.6718
C 3.9976 -0.7396 1.7561
C 2.5409 0.9702 0.9266
C 2.6643 0.7679 -0.5773
N 1.4426 0.2920 -1.2771
C 1.6762 -1.0936 -1.7716
C 0.6525 -1.6363 -2.7293
C 1.0649 -1.8612 -4.0300
C 0.2540 -2.4627 -4.9904
C -1.0109 -2.8189 -4.5684
C -1.4840 -2.6008 -3.2684
C -0.6488 -2.0059 -2.3039
O -1.0124 -1.8363 -1.0343
C -2.8998 -3.0988 -2.9971
C -3.9163 -2.4964 -3.9831
C -2.9515 -4.6561 -3.0888
C -3.4160 -2.9351 -1.6170
C 0.7768 -2.7205 -6.4031
C -0.2725 -3.4010 -7.2818
C 2.0097 -3.6327 -6.3356
C 1.1710 -1.3878 -7.0554
C 1.0820 1.2172 -2.3893
C 0.6874 2.5853 -1.9139
C 1.5897 3.6500 -1.9957
C 1.2367 4.9306 -1.6223
C -0.0869 5.1142 -1.2078
C -1.0357 4.1020 -1.1407
C -0.6318 2.7796 -1.4696
O -1.4561 1.7304 -1.3585
C -2.4945 4.4167 -0.7861
C -3.3848 4.0154 -1.9750
C -2.9281 3.6684 0.4821
C -2.7285 5.9068 -0.5310
C 2.1968 6.1198 -1.6623
C 1.6033 7.2531 -2.5145
C 3.5520 5.7373 -2.2580
C 2.4182 6.6327 -0.2337
H 2.5685 0.6418 3.5955
H 2.1512 -1.0800 3.5532
H 0.9930 0.1030 2.9526
H 4.6375 -0.0128 2.2816
H 4.4185 -0.9055 0.7636
H 4.0458 -1.6839 2.3008
H 3.3221 1.6796 1.2456
H 1.5925 1.4555 1.1696
H 3.4592 0.0450 -0.7688
H 2.9816 1.7104 -1.0200
H 1.7743 -1.7404 -0.8914
H 2.6380 -1.1023 -2.2948
H 2.0722 -1.5558 -4.3010
H -1.6717 -3.2967 -5.2810
H -3.6844 -2.7670 -5.0105
H -3.9031 -1.4051 -3.9206
H -4.9292 -2.8521 -3.7662
H -2.5779 -4.9422 -4.0711
H -3.9700 -5.0396 -2.9792
H -2.3162 -5.1228 -2.3318
H -3.6323 -1.6971 -1.4806
H -2.7705 -3.1221 -0.7677
H -4.4491 -3.2559 -1.4950
H -0.5697 -4.3733 -6.8784
H 0.1412 -3.5697 -8.2782
H -1.1678 -2.7834 -7.3973
H 1.7583 -4.5878 -5.8658
H 2.8185 -3.1756 -5.7610
H 2.3873 -3.8355 -7.3417
H 0.3091 -0.7195 -7.1233
H 1.5545 -1.5561 -8.0654
H 1.9486 -0.8757 -6.4841
H 0.2434 0.7691 -2.9199
H 1.9284 1.2798 -3.0853
H 2.5857 3.4472 -2.3773
H -0.3900 6.1168 -0.9338
H -3.2827 2.9534 -2.1958
H -3.0999 4.5770 -2.8689
H -4.4329 4.2426 -1.7519
H -2.7502 2.5987 0.3874
H -3.9937 3.8389 0.6705
H -2.3728 4.0323 1.3523
H -2.4798 6.5161 -1.4035
H -2.1513 6.2729 0.3223
H -3.7862 6.0661 -0.3064
H 1.3409 6.8919 -3.5116
H 2.3280 8.0643 -2.6226
H 0.7025 7.6724 -2.0613
H 3.4513 5.3551 -3.2773
H 4.0617 4.9805 -1.6547
H 4.1958 6.6187 -2.2944
H 1.4734 6.9274 0.2300
H 3.0797 7.5040 -0.2342
H 2.8753 5.8573 0.3880
C -0.1655 4.7907 4.5787
N -0.5995 3.5576 3.9332
C -1.5185 2.6583 4.4198
C -1.5871 1.6598 3.4942
N -0.7313 1.9282 2.4498
C -0.1546 3.0697 2.7551
H -1.0323 5.3679 4.8902
H 0.4068 5.3767 3.8646
H 0.4574 4.5755 5.4445
H -2.0291 2.8140 5.3567
H -2.1824 0.7585 3.5153
H 0.5601 3.6017 2.1411
O -0.8339 -1.6274 2.0458
As -0.5255 -3.2637 2.0142
C 0.2042 -3.7534 3.7222
C -0.1447 -2.9285 4.7902
C 0.3441 -3.2028 6.0587
C 1.1823 -4.2931 6.2595
C 1.5261 -5.1165 5.1958
C 1.0379 -4.8487 3.9235
C -2.2192 -4.1485 1.8743
C -3.3255 -3.4136 2.2931
C -4.5841 -4.0011 2.2829
C -4.7385 -5.3085 1.8356
C -3.6323 -6.0409 1.4223
C -2.3678 -5.4670 1.4537
C 0.6610 -3.9714 0.6931
C 2.0302 -3.8226 0.9030
C 2.9278 -4.3201 -0.0302
C 2.4590 -4.9622 -1.1700
C 1.0931 -5.1021 -1.3838
C 0.1917 -4.6057 -0.4532
H -0.7735 -2.0639 4.6184
H 0.0765 -2.5627 6.8900
H 1.5686 -4.5025 7.2490
H 2.1754 -5.9681 5.3544
H 1.3025 -5.5022 3.1017
H -3.1874 -2.3912 2.6255
H -5.4438 -3.4423 2.6315
H -5.7203 -5.7661 1.8278
H -3.7512 -7.0652 1.0913
H -1.5061 -6.0546 1.1622
H 2.3929 -3.3066 1.7795
H 3.9932 -4.2050 0.1316
H 3.1608 -5.3521 -1.8973
H 0.7269 -5.5776 -2.2858
H -0.8704 -4.6801 -0.6439
C -5.6306 1.0538 -0.8340
C -5.3847 -0.4269 -1.1551
C -6.1692 -1.3451 -0.2213
C -3.9014 -0.6184 -1.0379
H -6.7056 1.2329 -0.7918
H -5.1957 1.7082 -1.5872
H -5.2018 1.3285 0.1332
H -5.6868 -0.6115 -2.1890
H -5.7932 -1.2615 0.8039
H -6.1018 -2.3942 -0.5203
H -7.2241 -1.0711 -0.2141
H -3.2473 0.0048 -1.6539
H -3.5291 -0.7349 -0.0210
*
```

Computed properties:
ΔE to the lowest compared entry with this formula, charge and spin ... 0.0000 eV
Total energy ... -5209.83542 hartree
Frontier orbital gap ... 5.4054 eV